(1)
Molecular formula: ClH34O21
Method: DFT, ωB97M-V/def2-TZVPD

Each line ends with the natural charge from an NBO analysis.
CARTESIAN COORDINATES (ANGSTROEM)
Cl  12.941  -6.056  10.935  2.416
O  11.669  -6.243  10.176  -0.830
O  13.790  -5.094  10.186  -0.853
O  12.676  -5.467  12.321  -0.794
O  13.684  -7.369  11.026  -0.859
O  11.269  -3.101  11.078  -0.981
H  10.440  -2.957  11.574  0.471
H  10.913  -3.598  10.354  0.494
O  15.193  -8.714  9.426  -0.968
H  14.555  -8.248  10.025  0.489
H  15.312  -8.129  8.687  0.463
O  9.880  -4.216  9.101  -0.982
H  10.257  -4.737  8.392  0.509
H  9.651  -3.373  8.793  0.470
O  11.879  -8.808  12.605  -0.958
H  12.235  -8.479  13.424  0.470
H  12.449  -8.383  11.944  0.470
O  12.991  -2.774  8.480  -0.981
H  13.318  -3.294  9.232  0.505
H  13.691  -2.553  7.838  0.477
O  11.432  -7.779  7.887  -0.957
H  11.426  -8.680  7.614  0.485
H  11.773  -7.763  8.776  0.502
O  15.341  -6.042  13.074  -0.955
H  15.077  -6.963  13.046  0.467
H  14.633  -5.534  12.692  0.478
O  9.587  -5.826  11.816  -0.954
H  10.355  -5.767  11.269  0.494
H  9.123  -4.982  11.795  0.465
O  10.354  -6.270  14.450  -0.984
H  10.202  -6.005  13.543  0.499
H  11.329  -6.315  14.427  0.474
O  11.492  -5.242  7.272  -0.985
H  12.010  -4.752  7.870  0.484
H  11.591  -6.199  7.449  0.502
O  16.438  -5.817  9.360  -0.936
H  15.568  -5.874  8.942  0.473
H  17.026  -5.438  8.706  0.472
O  11.234  -3.623  14.570  -0.985
H  10.747  -4.451  14.654  0.489
H  12.202  -3.815  14.610  0.469
O  13.722  -2.841  12.146  -0.971
H  12.917  -3.210  11.836  0.511
H  13.626  -1.911  12.039  0.469
O  17.357  -8.145  10.917  -0.985
H  16.442  -8.121  10.695  0.490
H  17.684  -7.352  11.384  0.477
O  14.055  -10.615  11.809  -0.937
H  14.320  -9.942  12.430  0.469
H  14.839  -10.924  11.377  0.468
O  13.074  -7.097  14.953  -0.941
H  12.716  -7.275  15.798  0.476
H  13.455  -6.283  14.965  0.482
O  16.051  -3.546  11.012  -0.998
H  15.798  -4.382  10.621  0.482
H  15.256  -3.215  11.404  0.482

- HOMO-LUMO gap (eV) = 9.87
- relative energy (zero: lowest compared OMol25 entry of this formula, charge and spin) (kcal/mol) = 6.8
- molar mass (g/mol) = 405.7
- charge = -1
- DFT total energy (eV) = -56068.02576

(2)
Molecular formula: ClH3N
Method: DFT, ωB97M-V/def2-TZVPD

Each line ends with the natural charge from an NBO analysis.
CARTESIAN COORDINATES (ANGSTROEM)
N  0.141  0.003  0.002  -0.695
Cl  -1.590  -0.043  -0.015  0.297
H  0.492  0.063  -0.960  0.466
H  0.453  0.825  0.530  0.466
H  0.504  -0.848  0.444  0.466

- HOMO-LUMO gap (eV) = 12.27
- molar mass (g/mol) = 52.5
- charge = +1
- DFT total energy (eV) = -14052.39534